The following is a DFT calculation (ωB97M-V with the def2-TZVPD basis set) of a gas-phase ion, C5H12NO (charge +1) at a distorted geometry.

Structure (XYZ):
```
19
Properties=species:S:1:pos:R:3:forces:R:3:mulliken_charge:R:1
C -1.1068 1.3709 -1.2217 -2.9 -3.0 -2.6 -0.17
C 1.3919 -0.6924 -0.0423 1.5 0.8 3.0 -0.49
C 0.5903 -0.6566 1.3093 1.8 -1.8 1.4 -0.42
H 0.3613 -1.7458 1.5467 -0.8 1.3 -0.3 0.32
H -0.3154 -1.3059 -1.3146 1.8 2.0 0.5 0.24
C -0.5614 0.3237 1.4290 0.9 1.1 2.4 -0.68
H 0.7706 1.4443 -1.9278 0.1 0.6 0.1 0.29
H -1.9957 0.5539 -0.9582 2.9 2.8 -0.9 0.26
H 1.1457 -0.9110 -2.1731 -0.1 1.2 0.5 0.41
C 0.6023 -0.5282 -1.2735 -3.3 -2.4 -2.2 -0.52
H -1.5130 2.3785 -1.4505 1.4 -0.3 0.3 0.40
H -2.0572 -0.8179 0.9351 0.8 1.8 -0.7 0.36
O -1.6318 0.0326 0.5704 -1.7 -3.2 2.2 -0.52
H -0.9441 0.3068 2.4860 0.4 0.0 -0.8 0.39
H -0.2186 1.4236 1.3274 -0.5 -1.7 -0.4 0.26
H 1.3466 -0.4851 2.1952 -1.3 0.2 -1.8 0.33
H 1.9439 -1.6759 -0.1006 -0.5 1.2 0.0 0.26
H 2.1508 0.1207 0.2056 -0.5 -0.9 -1.4 0.29
N 0.0402 0.8637 -1.5422 0.1 0.1 0.8 -0.01
```
Positions in Å, forces in eV/Å.

**Relative energy (zero: lowest compared OMol25 entry of this formula, charge and spin)**: 67.58 kcal per mole
**Gap between HOMO and LUMO**: 9.898 eV
**F_max**: 4.89 eV Å⁻¹
**Calculated total energy**: -327.35188 Ha
**LUMO energy**: -4.61 eV
**SMILES string**: C=[NH+]CCCCO
**Net charge**: +1


The following is a DFT calculation (ωB97M-V with the def2-TZVPD basis set) of a gas-phase ion, C5H12NO (charge +1) at a distorted geometry.

Structure (XYZ):
```
19
Properties=species:S:1:pos:R:3:forces:R:3:mulliken_charge:R:1
N -0.1095 0.3359 -0.6367 2.4 -0.5 0.8 -0.10
C -1.2020 0.7698 -1.5369 2.1 1.2 -0.4 -0.87
H 0.2902 -1.4099 -1.8096 0.6 0.6 0.6 0.38
H 0.9384 1.6207 1.5025 0.0 1.2 0.0 0.27
C 0.8884 -0.6213 -1.2868 -4.3 0.4 -1.5 -1.03
C 1.1093 0.7392 2.0644 3.7 -0.5 2.6 -0.76
H -0.7630 -2.0955 0.5188 2.0 -3.0 0.2 0.37
H 0.4550 1.1116 -0.2081 -0.6 -0.4 -1.4 0.35
H 1.3929 -0.0477 -1.9873 1.2 0.8 -1.3 0.44
H -1.2909 0.5433 1.0250 -0.3 -0.1 0.0 0.48
H -1.4488 1.7447 -1.1788 -0.7 0.7 -0.3 0.38
H -1.9563 0.0927 -1.4220 -2.3 -1.7 0.5 0.41
C 0.4867 -0.3578 1.7419 -1.1 -0.5 -0.6 -0.25
H 2.0033 0.7012 2.8675 -2.4 0.5 -1.9 0.27
H 0.5661 -1.2911 2.3120 0.0 0.3 -0.5 0.33
H 1.4690 -0.9869 -0.5512 2.2 -1.3 2.3 0.44
C -0.6137 -0.2397 0.6822 0.6 1.4 1.5 0.04
O -1.2822 -1.3526 0.5057 -3.7 0.6 -0.9 -0.47
H -0.9329 0.7435 -2.6025 0.4 0.3 0.5 0.35
```
Positions in Å, forces in eV/Å.

**Relative energy (zero: lowest compared OMol25 entry of this formula, charge and spin)**: 45.71 kcal per mole
**Gap between HOMO and LUMO**: 11.945 eV
**F_max**: 4.62 eV Å⁻¹
**Calculated total energy**: -327.38674 Ha
**LUMO energy**: -2.95 eV
**SMILES string**: C=C[C@H](O)[NH+](C)C
**Net charge**: +1


The following is a DFT calculation (ωB97M-V with the def2-TZVPD basis set) of 2 unconnected molecules or ions with the total composition C5H12NO at a distorted geometry.

Structure (XYZ):
```
19
Properties=species:S:1:pos:R:3:forces:R:3:mulliken_charge:R:1
C -2.9827 1.0667 0.1864 0.7 0.8 -0.5 -1.06
H -3.9609 0.9189 0.4917 -2.7 0.7 -0.1 0.27
H 0.7823 1.0356 -0.6532 0.6 0.8 -0.6 0.42
C 3.0513 -0.6854 -0.7249 -1.4 3.3 0.3 -1.40
O -2.3882 -0.9412 -0.7283 1.6 -0.9 -5.7 -0.40
C 0.9651 0.3296 0.1364 -2.4 0.5 -1.5 0.03
H 3.9147 -1.0741 -0.3937 3.3 -1.2 1.0 0.38
C -2.4715 -0.2690 0.3582 -0.2 0.9 5.7 -0.06
H -2.6316 1.9111 0.7395 0.8 0.3 0.7 0.32
H -2.3137 -0.2488 -1.5301 -0.3 -2.4 2.3 0.38
H 3.0172 0.7985 0.7235 -1.5 -1.1 0.3 0.25
H -2.4886 -0.8236 1.3595 -0.2 0.6 -1.9 0.39
H 2.3362 -0.8791 1.3583 0.0 1.6 -1.4 0.28
H 2.5684 -1.3830 -1.2496 -2.2 -3.0 -1.7 0.48
N -0.1314 -0.2071 0.4983 4.6 -0.2 0.2 -0.05
C 2.3449 -0.1051 0.4792 1.2 -0.3 2.6 -0.24
H -2.8597 1.3113 -0.8733 -0.6 0.4 0.0 0.38
H 0.0354 -0.8580 1.2450 -1.8 -1.2 0.8 0.24
H 3.2126 0.1027 -1.4229 0.5 0.7 -0.6 0.39
```
Positions in Å, forces in eV/Å.

**Relative energy (zero: lowest compared OMol25 entry of this formula, charge and spin)**: 70.90 kcal per mole
**Gap between HOMO and LUMO (alpha / beta)**: 5.403 / 6.935 eV
**Multiplicity**: 3
**F_max**: 6.03 eV Å⁻¹
**Calculated total energy**: -327.18329 Ha
**LUMO energy (alpha / beta)**: -4.58 / -9.03 eV
**Net charge**: +1


The following is a DFT calculation (ωB97M-V with the def2-TZVPD basis set) of 2 unconnected molecules or ions with the total composition C5H12NO2 at a distorted geometry.

Structure (XYZ):
```
20
Properties=species:S:1:pos:R:3:forces:R:3:mulliken_charge:R:1
H 1.5055 -1.6509 1.9700 1.1 -1.7 0.5 0.46
C -0.3182 1.6702 0.6279 1.2 1.5 -3.5 -0.44
H 2.4463 -0.2244 0.3023 0.4 -0.3 0.4 0.31
H 1.3396 1.7600 -0.7628 0.0 -1.7 1.2 0.39
H -0.7727 -1.9185 -0.8604 1.3 1.2 -2.8 0.32
H 0.7809 -0.2092 1.9987 -1.7 0.2 1.0 0.27
N -0.4724 -1.8997 1.2376 1.0 2.0 0.5 -0.50
C 0.7283 0.8786 -0.3201 -0.7 0.9 -1.4 -0.23
H -0.9348 0.4222 -1.6708 -2.2 -0.2 -2.3 0.16
O -1.0872 2.3301 -0.3251 0.0 0.3 1.2 -0.90
H 0.3111 2.4090 1.3237 -0.9 -1.4 -0.8 0.16
O -1.5893 0.5518 -2.4825 1.4 0.6 2.5 -0.77
C -1.0540 -2.0052 0.1100 -1.6 -2.0 4.7 -0.22
H 0.2602 0.6214 -1.3703 0.9 0.6 2.5 0.09
H -1.7703 1.4501 -2.0931 -0.2 -0.4 -0.4 0.44
H -0.9080 0.9922 1.1971 -0.4 -0.8 1.1 0.27
H -2.0196 -2.5089 0.3187 0.2 0.2 -1.0 0.23
C 1.3949 -0.4420 0.1427 0.4 -0.6 -1.2 -0.73
C 0.7822 -1.1257 1.4335 -0.1 1.4 -3.5 -0.68
H 1.3774 -1.1011 -0.7768 0.1 0.2 1.1 0.38
```
Positions in Å, forces in eV/Å.

**Relative energy (zero: lowest compared OMol25 entry of this formula, charge and spin)**: 127.39 kcal per mole
**Gap between HOMO and LUMO**: 6.545 eV
**F_max**: 5.34 eV Å⁻¹
**Calculated total energy**: -402.82646 Ha
**LUMO energy**: 3.80 eV
**Net charge**: -1


The following is a DFT calculation (ωB97M-V with the def2-TZVPD basis set) of a gas-phase ion, C5H12NO2 (charge +1).

Structure (XYZ):
```
20
Properties=species:S:1:pos:R:3:forces:R:3:mulliken_charge:R:1
H 2.7224 -0.2980 1.0746 0.2 -0.1 0.0 0.38
H 0.2744 -1.0809 -0.3331 0.2 -0.1 -0.1 0.40
H 0.9142 0.2423 -2.2224 0.1 0.0 -0.1 0.42
H -1.8914 -0.4881 0.7945 0.0 -0.1 0.0 0.34
H -0.0640 -0.3401 2.3755 0.0 0.0 -0.2 0.22
C 1.9249 -0.6683 1.7414 -0.5 0.2 0.2 -0.09
H 0.9632 1.6271 0.1628 0.4 -0.5 0.0 0.42
H -0.3315 1.4502 -1.9417 -0.1 0.0 0.1 0.38
C 0.7256 0.2476 1.8932 0.1 0.0 0.1 -0.43
N -1.6806 -0.4372 -0.2020 -0.1 0.2 -0.4 -0.32
C -0.2065 -0.1140 -0.4535 -0.2 0.2 0.2 0.23
H -2.2951 0.2517 -0.6538 0.2 0.1 0.3 0.36
H -0.5850 1.5438 0.8185 0.0 0.0 0.0 0.44
H -0.6113 -0.8858 -3.3292 0.1 0.0 -0.1 0.34
C 0.2729 0.8958 0.5902 -0.9 0.3 0.1 -1.08
O 1.9841 -1.7185 2.3126 0.2 -0.1 -0.2 -0.44
C -0.1108 0.3815 -1.8871 0.0 -0.2 -0.2 -0.78
H -1.9245 -1.3124 -0.6682 0.0 -0.1 0.1 0.36
O -1.0519 -0.3161 -2.6935 0.1 0.0 0.2 -0.55
H 0.9710 1.0194 2.6212 0.2 0.2 0.0 0.40
```
Positions in Å, forces in eV/Å.

**Relative energy (zero: lowest compared OMol25 entry of this formula, charge and spin)**: 25.26 kcal per mole
**Gap between HOMO and LUMO**: 9.921 eV
**F_max**: 0.94 eV Å⁻¹
**Calculated total energy**: -402.68157 Ha
**LUMO energy**: -3.50 eV
**SMILES string**: [NH3+][C@@H](CO)CCC=O
**Net charge**: +1


The following is a DFT calculation (ωB97M-V with the def2-TZVPD basis set) of a molecular structure, C5H12NO2S at a distorted geometry.

Structure (XYZ):
```
21
Properties=species:S:1:pos:R:3:forces:R:3:mulliken_charge:R:1
H -0.4898 -2.3402 -0.0493 1.5 -1.0 0.1 -0.03
S -1.6621 0.3068 0.1759 0.8 0.1 -0.7 0.85
O -1.5736 0.0039 1.6054 -0.4 -0.1 0.0 -0.65
H 0.2017 1.9377 -1.3761 -2.5 1.9 -2.1 0.54
C 0.9381 -0.8737 0.3835 3.2 -1.2 -3.0 -0.66
H 1.1021 -2.7561 -1.0050 -0.9 1.1 2.2 0.27
C 1.0365 2.2271 0.5508 -1.4 -4.2 2.9 -0.93
N -2.6392 -1.0117 -0.4868 -0.7 1.6 0.1 -0.69
C 0.6442 -2.3693 0.0183 -0.6 0.4 0.2 -0.72
H 1.2661 3.1691 0.2180 1.0 2.6 -0.1 0.46
H 1.7542 1.4275 -1.3041 0.4 -0.1 0.0 0.49
O -2.3771 1.5663 -0.1567 0.4 -1.3 -0.1 -0.67
H -1.9601 -1.6669 -0.7994 0.7 -0.8 -0.2 0.33
H 1.8652 1.6653 1.1949 -1.4 1.6 -1.3 0.17
H 0.0778 2.2608 1.2871 2.1 0.0 -1.9 0.19
H 0.4947 -0.4691 1.2367 -0.6 -0.3 2.0 0.56
H 2.1218 -0.8400 0.5203 -2.1 0.6 -0.5 0.23
C 0.4002 -0.0572 -0.7780 -1.0 1.5 0.4 -0.69
C 0.8040 1.4240 -0.7596 2.2 -2.3 2.3 -0.72
H 1.0023 -2.9598 0.8924 -0.5 -0.3 -0.7 0.37
H -3.0072 -0.6444 -1.3682 -0.1 0.1 0.3 0.28
```
Positions in Å, forces in eV/Å.

**Relative energy (zero: lowest compared OMol25 entry of this formula, charge and spin)**: 100.61 kcal per mole
**Gap between HOMO and LUMO**: 6.971 eV
**F_max**: 5.29 eV Å⁻¹
**Calculated total energy**: -801.02680 Ha
**LUMO energy**: 3.84 eV
**Net charge**: -1